The ion C4H9NO with charge -1 in a non-equilibrium geometry, computed with ωB97M-V with the def2-TZVPD basis set.

Cartesian coordinates (Å):
O: 1.7391 -1.4287 -1.4944
C: 1.8499 -0.3163 -0.9150
C: 0.6527 0.2397 0.0002
C: -0.4659 -0.7863 -0.0383
C: -1.6307 -0.3815 0.9098
N: 0.3146 1.5826 -0.4235
H: 2.6320 0.4529 -1.0812
H: 1.2130 0.1325 0.9392
H: -0.1004 -1.7414 0.3421
H: -0.8614 -0.9906 -1.0358
H: -1.1472 -0.2775 1.8982
H: -1.9579 0.6459 0.7707
H: -2.3104 -1.2312 0.8963
H: -0.5158 1.7903 -0.9703
H: 0.5885 2.3096 0.2019

Computed properties:
- total charge = -1
- largest force on an atom (eV/A) = 3.8
- gap between HOMO and LUMO (spin up / spin down) (eV) = 3.308 / 6.952
- multiplicity = 2
- HOMO (spin up / spin down) (Ha) = 0.039 / -0.104
- energy above the lowest of the compared OMol25 structures with the same formula, charge and spin (kcal per mole) = 16.2
- E_tot (hartree) = -287.7194